Here is 2 unconnected molecules or ions with the total composition C2H6FN from OMol25. Energies are from ωB97M-V/def2-TZVPD.

energy	-6374.860	eV
ΔE to the lowest compared entry with this formula, charge and spin	87.6	kcal per mole
HOMO-LUMO gap (spin up / spin down)	7.7 / 10.9	eV

The geometry in ORCA input format:
```
! RIJCOSX wB97M-V def2-TZVPD def2/J DEFGRID3
* xyz 0 1
H 1.790 -0.485 0.148
C 0.045 0.710 -0.481
H 1.619 0.095 -1.543
C 1.067 -0.318 -0.728
H -1.059 0.809 -0.791
H -1.879 0.357 1.446
F 0.485 1.704 0.342
N -1.633 -0.576 0.963
H -1.077 -1.040 1.667
H 0.642 -1.256 -1.023
*
```

Quick look at the Löwdin charges, all values in e: H 0.1160; C -0.1832; H 0.0614; C -0.1016; H 0.1218; H 0.0009; F -0.0251; N -0.0027; H -0.0548; H 0.0674

---

Here is 2 unconnected molecules or ions with the total composition C2H6FN from OMol25. Energies are from ωB97M-V/def2-TZVPD.

energy	-6377.516	eV
ΔE to the lowest compared entry with this formula, charge and spin	26.3	kcal per mole
HOMO-LUMO gap	11.4	eV

The geometry in ORCA input format:
```
! RIJCOSX wB97M-V def2-TZVPD def2/J DEFGRID3
* xyz 0 1
H -0.619 -1.083 1.128
C 0.118 0.254 -0.325
H 0.477 2.262 0.036
H 0.304 1.255 1.266
F 1.925 -0.420 -0.400
H -0.025 0.226 -1.402
H -1.625 -1.025 -0.304
H -0.070 -1.918 -0.401
C -0.552 -0.980 0.069
N 0.066 1.429 0.334
*
```

Quick look at the Löwdin charges, all values in e: H 0.0625; C -0.2630; H 0.0934; H 0.0908; F -0.3952; H 0.1270; H 0.1082; H 0.1219; C -0.0907; N 0.1451

---

Here is a single C2H6FN molecule from OMol25. Energies are from ωB97M-V/def2-TZVPD.

energy	-6378.081	eV
ΔE to the lowest compared entry with this formula, charge and spin	13.3	kcal per mole
HOMO-LUMO gap	10.4	eV

The geometry in ORCA input format:
```
! RIJCOSX wB97M-V def2-TZVPD def2/J DEFGRID3
* xyz 0 1
C 1.157 0.264 -0.177
H 1.805 1.157 0.033
H -1.041 -1.597 0.305
H 1.022 0.285 -1.312
H -2.076 -0.596 -0.328
H -0.451 0.597 1.358
H -0.609 1.251 -0.153
N -1.114 -0.730 -0.160
C -0.307 0.329 0.284
F 1.614 -0.962 0.150
*
```

Quick look at the Löwdin charges, all values in e: C -0.2428; H 0.1242; H 0.0615; H 0.1257; H 0.0591; H 0.1151; H 0.0945; N 0.0123; C -0.3152; F -0.0344

---

Here is a gas-phase ion, C2H6FN2 (charge +1) from OMol25. Energies are from ωB97M-V/def2-TZVPD.

energy	-7860.929	eV
ΔE to the lowest compared entry with this formula, charge and spin	39.9	kcal per mole
HOMO-LUMO gap	11.4	eV

The geometry in ORCA input format:
```
! RIJCOSX wB97M-V def2-TZVPD def2/J DEFGRID3
* xyz 1 1
H -2.326 -0.910 0.297
H -0.578 1.366 -0.265
H -2.123 -0.194 -1.207
H 1.911 1.717 0.722
F 0.948 -1.349 0.211
H -0.959 -1.368 -0.676
C 0.636 -0.093 0.318
N 1.883 0.814 0.380
H 2.686 0.236 0.561
C -1.564 -0.565 -0.344
N -0.514 0.346 0.004
*
```

Quick look at the Löwdin charges, all values in e: H 0.1024; H 0.2245; H 0.1233; H 0.0744; F 0.2154; H 0.0872; C -0.2532; N 0.2152; H 0.1032; C 0.0062; N 0.1015